20
Properties=species:S:1:pos:R:3 method="wB97M-V/def2-TZVPD" spin_multiplicity=3 molar_mass_g_mol=108.184 total_energy_ha=-311.68171 e_above_lowest_ev=3.742 total_charge=0 max_force_ev_per_a=9.6
C 1.273 1.306 0.156
C 0.216 1.309 -0.649
C -2.738 1.004 1.012
C -2.183 0.079 0.272
C 0.902 -0.110 0.761
C -0.206 -0.070 -0.302
C 2.073 -1.041 0.565
C -0.025 -1.020 -1.477
H 2.191 1.871 0.342
H -0.261 2.018 -1.225
H -3.830 0.961 1.107
H -2.105 1.715 1.507
H -2.815 -0.611 -0.376
H 0.421 0.003 1.783
H 2.232 -1.098 -0.401
H 1.760 -2.004 0.943
H 2.954 -0.681 1.092
H 0.879 -0.592 -1.870
H -0.870 -0.930 -2.103
H 0.131 -2.108 -1.139

62
Properties=species:S:1:pos:R:3 method="wB97M-V/def2-TZVPD" spin_multiplicity=6 molar_mass_g_mol=630.768 total_energy_ha=-1501.71162 e_above_lowest_ev=0.340 total_charge=+3 max_force_ev_per_a=1.6
Ir -1.283 -0.112 0.337
O 5.310 1.150 4.626
C 5.337 -0.013 4.630
O 5.311 -1.175 4.634
C 2.845 -0.028 3.001
C 2.311 1.178 2.653
C 1.134 1.114 1.857
N 0.642 -0.068 1.479
C 1.137 -1.229 1.917
C 2.317 -1.250 2.710
C 0.326 -2.409 1.634
C 0.789 -3.711 1.846
C -0.083 -4.774 1.668
C -1.395 -4.510 1.308
C -1.783 -3.182 1.090
N -0.946 -2.165 1.228
C 0.321 2.279 1.519
C 0.767 3.590 1.711
C -0.116 4.640 1.515
C -1.422 4.354 1.149
C -1.792 3.021 0.943
N -0.945 2.015 1.101
H 2.737 2.113 3.000
H 2.752 -2.166 3.097
H 1.813 -3.896 2.142
H 0.250 -5.792 1.826
H -2.118 -5.307 1.200
H -2.804 -2.949 0.812
H 1.789 3.788 2.008
H 0.205 5.662 1.669
H -2.155 5.140 1.025
H -2.809 2.776 0.664
C -1.540 -2.679 -2.165
C -1.102 -1.272 -1.888
C 0.290 -1.001 -1.875
C 1.257 -2.146 -1.867
C 0.769 0.325 -1.991
C 2.237 0.548 -2.183
C -0.135 1.410 -1.999
C 0.381 2.815 -2.102
C -1.525 1.168 -1.967
C -2.503 2.267 -2.249
C -2.022 -0.173 -1.817
C -3.520 -0.406 -1.815
H -1.171 -2.954 -3.157
H -2.614 -2.818 -2.170
H -1.114 -3.408 -1.474
H 1.426 -2.496 -2.891
H 0.876 -2.997 -1.306
H 2.226 -1.869 -1.460
H 2.768 0.540 -1.222
H 2.452 1.493 -2.669
H 2.679 -0.239 -2.791
H 0.407 3.124 -3.152
H 1.389 2.918 -1.709
H -0.250 3.529 -1.576
H -2.901 2.114 -3.258
H -2.061 3.256 -2.237
H -3.363 2.262 -1.579
H -3.937 -0.377 -0.800
H -3.794 -1.367 -2.235
H -4.047 0.348 -2.391

9
Properties=species:S:1:pos:R:3 method="wB97M-V/def2-TZVPD" molar_mass_g_mol=64.133 total_energy_ha=-494.65154 e_above_lowest_ev=0.353 total_charge=-1 max_force_ev_per_a=3.0
N -2.273 -0.183 0.918
H -2.434 0.595 1.554
H -2.750 0.108 0.075
H -1.262 -0.187 0.782
C 1.762 -0.107 -0.909
S 1.465 0.140 1.011
H 2.826 0.124 -0.964
H 1.490 -1.139 -1.056
H 1.175 0.649 -1.412

9
Properties=species:S:1:pos:R:3 method="wB97M-V/def2-TZVPD" molar_mass_g_mol=197.959 total_energy_ha=-564.16447 e_above_lowest_ev=2.840 total_charge=0 max_force_ev_per_a=1.2
O -0.067 2.047 -0.042
C 0.962 1.266 0.003
C 1.899 0.580 0.329
I 3.580 -0.535 0.095
H -0.883 1.533 -0.195
C -1.372 -1.227 -0.046
O -1.736 -0.150 -0.420
H -1.633 -2.157 -0.578
H -0.750 -1.356 0.854

19
Properties=species:S:1:pos:R:3 method="wB97M-V/def2-TZVPD" molar_mass_g_mol=104.153 total_energy_ha=-344.30708 e_above_lowest_ev=2.121 total_charge=0 max_force_ev_per_a=2.0
C -1.879 1.845 0.153
N -1.077 0.669 0.417
C -1.140 -0.382 -0.617
C 0.242 -0.998 -1.069
N 1.205 -1.443 -0.073
C 1.951 -0.289 0.522
O 2.861 -0.654 1.514
H -2.957 1.781 0.391
H -1.836 2.186 -0.880
H -1.446 2.724 0.658
H -1.069 0.380 1.382
H -1.602 0.011 -1.535
H -1.775 -1.186 -0.182
H 0.039 -1.800 -1.777
H 0.705 -0.186 -1.644
H 0.684 -1.906 0.663
H 2.448 0.326 -0.263
H 1.284 0.375 1.119
H 3.361 -1.452 1.222

16
Properties=species:S:1:pos:R:3 method="wB97M-V/def2-TZVPD" molar_mass_g_mol=95.145 total_energy_ha=-288.77982 e_above_lowest_ev=0.060 total_charge=0 max_force_ev_per_a=0.2
C 1.155 1.037 -2.025
C 0.781 0.550 -0.664
C 1.523 0.232 0.446
C 0.646 -0.368 1.399
C -0.612 -0.395 0.847
C -1.914 -0.968 1.309
N -0.511 0.173 -0.398
H 0.465 1.810 -2.387
H 2.166 1.451 -2.027
H 1.129 0.207 -2.744
H 2.590 0.389 0.553
H 0.916 -0.757 2.373
H -2.683 -0.811 0.547
H -1.832 -2.047 1.475
H -2.270 -0.510 2.235
H -1.287 0.319 -1.023